10
Properties=species:S:1:pos:R:3:lowdin_charge:R:1 method="wB97M-V/def2-TZVPD" homo_ev="-6.546 / -10.348" total_charge=0 lumo_energy_ev="0.732 / -3.095" relative_energy_kcal_mol=8.2 multiplicity=3 s_squared=2.009
C 0.57214 -0.43260 0.00262 -0.422
C -0.41053 -0.30757 1.08252 -0.564
C 0.03751 0.54580 -1.37467 -0.287
O 1.61585 -1.02764 -0.06851 0.137
F 0.90357 1.55455 -1.34928 0.100
F -1.14389 1.04676 -1.17001 0.152
Br 0.08306 -1.41002 2.61869 0.660
H -1.31197 -0.65104 0.82265 0.003
H -0.60809 0.66984 1.65482 0.090
H 0.26235 0.01192 -2.21883 0.131

12
Properties=species:S:1:pos:R:3:lowdin_charge:R:1 method="wB97M-V/def2-TZVPD" homo_ev=-10.136 total_charge=0 lumo_energy_ev=-0.681 relative_energy_kcal_mol=55.0 smiles="C=C(Br)[N+](=O)[O-].C#[N+][O-]"
C -0.58699 -0.71459 1.51209 0.137
C 1.23902 -0.01907 -0.93027 0.037
C -0.08638 -0.09904 -0.98609 -0.769
N 0.49115 -0.33889 1.76981 -0.208
N -0.97078 0.93246 -0.47502 -0.516
O -2.13445 0.82199 -0.64528 0.009
O -0.48364 1.91441 0.00689 0.086
O 1.55915 0.12627 1.84089 0.063
Br -1.11901 -1.24341 -2.01554 0.855
H -1.37654 -1.40271 1.63211 0.099
H 1.86016 -0.72783 -1.54304 0.105
H 1.60831 0.75040 -0.16657 0.102

8
Properties=species:S:1:pos:R:3:lowdin_charge:R:1 method="wB97M-V/def2-TZVPD" homo_ev=-10.443 total_charge=0 lumo_energy_ev=0.534 relative_energy_kcal_mol=51.3
C 0.71771 1.04331 1.24824 -0.025
C 1.37723 0.90565 0.23440 0.011
C -0.71934 -1.09238 0.46183 -0.114
O -1.32934 -1.02529 1.38734 0.053
Br -1.54294 -1.46584 -2.61450 0.274
H 0.33910 1.26031 2.24929 0.053
H -0.49775 -0.43895 -2.26553 -0.222
H 1.65533 0.81319 -0.70108 -0.030